--- 1 ---
The following is a DFT calculation (ωB97M-V/def2-TZVPD) of a single C4H6O molecule.

Last column: Löwdin charge in e.
CARTESIAN COORDINATES (ANGSTROEM)
O1 -2.56 -0.15 0.54  0.064
C1 -1.49 -0.18 0.00  -0.259
C2 -0.23 0.57 0.37  -0.230
C3 0.93 -0.39 0.58  -0.109
C4 0.77 0.32 -0.73  -0.141
H1 -1.25 -0.81 -0.93  0.130
H2 -0.32 1.49 0.94  0.145
H3 1.74 -0.15 1.27  0.107
H4 0.65 -1.44 0.60  0.103
H5 1.46 1.05 -1.13  0.106
H6 0.30 -0.30 -1.50  0.083

Values from the calculation:
SMILES   O=CC1CC1
Net charge   0
HOMO level   -9.888 eV
LUMO energy   1.1 eV
Kohn-Sham gap   0.4038 hartree

***

--- 2 ---
The following is a DFT calculation (ωB97M-V/def2-TZVPD) of a single C4H6O molecule.

Last column: Löwdin charge in e.
CARTESIAN COORDINATES (ANGSTROEM)
C1 1.29 -0.24 -0.06  -0.253
O1 0.80 0.30 -1.25  -0.113
C2 -0.53 0.88 -0.30  -0.071
C3 -1.18 -0.42 -0.16  -0.076
C4 0.01 -0.03 0.72  -0.204
H1 1.68 -1.24 -0.17  0.112
H2 2.09 0.39 0.35  0.113
H3 -0.99 1.88 -0.26  0.143
H4 -2.18 -0.47 0.25  0.106
H5 -0.94 -1.12 -0.94  0.112
H6 -0.04 0.07 1.80  0.129

Values from the calculation:
SMILES   C1O[C@H]2C[C@@H]12
Net charge   0
HOMO level   -9.490 eV
LUMO energy   1.2 eV
Kohn-Sham gap   0.3913 hartree

***

--- 3 ---
The following is a DFT calculation (ωB97M-V/def2-TZVPD) of a single C4H6O molecule.

Last column: Löwdin charge in e.
CARTESIAN COORDINATES (ANGSTROEM)
O1 -2.36 0.06 -0.06  0.098
C1 -1.15 0.02 -0.06  -0.403
C2 -0.07 1.10 -0.15  -0.095
C3 0.98 -0.01 0.12  -0.169
C4 -0.12 -1.10 0.09  -0.094
H1 -0.01 1.56 -1.14  0.116
H2 -0.15 1.89 0.60  0.115
H3 1.48 0.08 1.08  0.101
H4 1.75 -0.12 -0.66  0.100
H5 -0.25 -1.73 0.98  0.115
H6 -0.09 -1.75 -0.79  0.116

Values from the calculation:
SMILES   O=C1CCC1
Net charge   0
HOMO level   -9.559 eV
LUMO energy   1.1 eV
Kohn-Sham gap   0.3899 hartree

***

--- 4 ---
The following is a DFT calculation (ωB97M-V/def2-TZVPD) of a single C4H6O molecule.

Last column: Löwdin charge in e.
CARTESIAN COORDINATES (ANGSTROEM)
C1 2.54 0.61 0.06  0.097
C2 1.68 -0.24 0.03  0.009
O1 0.48 -1.38 0.08  -0.111
C3 -0.76 -0.93 -0.25  -0.321
C4 -1.13 0.53 0.22  -0.059
H1 3.26 1.29 0.07  -0.019
H2 -0.75 -1.07 -1.35  0.115
H3 -1.60 -1.61 -0.02  0.126
H4 -1.94 0.93 -0.31  0.054
H5 -1.42 0.61 1.24  0.057
H6 -0.35 1.26 0.22  0.051

Values from the calculation:
SMILES   C#COCC
Net charge   0
HOMO level   -9.961 eV
LUMO energy   0.8 eV
Kohn-Sham gap   0.3955 hartree

***

Most stable structure, least stable structure: 3, 4.

***

--- 1 ---
The following is a DFT calculation (ωB97M-V/def2-TZVPD) of a single C4H6O molecule.

Last column: Löwdin charge in e.
CARTESIAN COORDINATES (ANGSTROEM)
C1 -1.36 0.27 -1.30  -0.002
C2 -0.11 0.35 -0.71  -0.225
C3 0.10 0.08 0.68  -0.218
C4 1.49 -0.42 1.16  -0.255
O1 1.81 -0.31 2.31  0.037
H1 -1.53 0.22 -2.41  0.063
H2 -2.23 0.16 -0.72  0.033
H3 0.74 0.58 -1.45  0.122
H4 -0.32 0.81 1.35  0.113
H5 -0.73 -0.75 0.85  0.165
H6 2.14 -1.00 0.24  0.169

Values from the calculation:
SMILES   C=CCC=O
Net charge   0
HOMO level   -9.583 eV
LUMO energy   0.8 eV
Kohn-Sham gap   0.3827 hartree

***

--- 2 ---
The following is a DFT calculation (ωB97M-V/def2-TZVPD) of a single C4H6O molecule.

Last column: Löwdin charge in e.
CARTESIAN COORDINATES (ANGSTROEM)
O1 2.64 0.14 0.23  -0.005
C1 1.49 -0.09 -0.10  -0.394
C2 0.38 -0.44 0.73  -0.042
C3 -0.74 0.74 -0.53  0.049
C4 -1.00 -0.51 0.16  -0.257
H1 1.14 0.04 -1.15  0.108
H2 0.53 -0.62 1.81  0.124
H3 -0.78 1.71 -0.06  0.085
H4 -0.71 0.76 -1.63  0.089
H5 -1.70 -0.35 0.97  0.126
H6 -1.26 -1.38 -0.44  0.117

Values from the calculation:
Net charge   0
HOMO level (spin up / spin down)   -8.617 / -8.616 eV
LUMO energy (spin up / spin down)   -0.5 / -0.5 eV
Kohn-Sham gap (spin up / spin down)   0.2998 / 0.2997 hartree

***

--- 3 ---
The following is a DFT calculation (ωB97M-V/def2-TZVPD) of a single C4H6O molecule.

Last column: Löwdin charge in e.
CARTESIAN COORDINATES (ANGSTROEM)
C1 0.97 -0.01 -2.03  0.118
C2 -0.01 -0.18 -1.36  -0.107
C3 -1.03 -0.39 -0.32  -0.255
O1 -0.44 -0.69 0.92  -0.184
C4 0.38 0.34 1.42  -0.116
H1 1.86 0.11 -2.60  0.027
H2 -1.67 -1.25 -0.58  0.127
H3 -1.67 0.50 -0.24  0.125
H4 -0.04 1.33 1.21  0.093
H5 1.39 0.30 0.99  0.084
H6 0.45 0.19 2.50  0.088

Values from the calculation:
SMILES   C#CCOC
Net charge   0
HOMO level   -10.151 eV
LUMO energy   1.1 eV
Kohn-Sham gap   0.4118 hartree

***

--- 4 ---
The following is a DFT calculation (ωB97M-V/def2-TZVPD) of a molecular structure, C4H6O.

Last column: Löwdin charge in e.
CARTESIAN COORDINATES (ANGSTROEM)
C1 -1.10 -0.50 -0.14  -0.067
C2 -0.01 -0.01 0.78  -0.176
C3 1.27 -0.15 -0.05  -0.138
O1 0.80 0.78 -1.05  -0.076
C4 -0.45 0.83 -0.38  -0.264
H1 -2.12 -0.44 0.23  0.105
H2 -0.89 -1.41 -0.71  0.109
H3 -0.09 0.10 1.85  0.129
H4 1.39 -1.14 -0.51  0.114
H5 2.21 0.17 0.41  0.121
H6 -0.99 1.77 -0.44  0.145

Values from the calculation:
Net charge   0
HOMO level   -9.257 eV
LUMO energy   1.2 eV
Kohn-Sham gap   0.3835 hartree

***

Most stable structure, least stable structure: 1, 2.